# C7H12S

A structure of composition C7H12S in a non-equilibrium geometry (wB97M-V/def2-TZVPD, the Open Molecules 2025 dataset).

E_HOMO = -8.447 eV
LUMO = 0.04 eV
Molecular weight = 128.24 g/mol
E = -18277.5236 eV

Geometry (Å):
C: 0.05035 0.37894 -0.04094
H: -1.09867 1.25806 1.72197
H: -1.11668 1.27121 -1.84519
H: 0.83080 1.63616 3.14125
H: -0.69109 -0.09337 3.26217
H: 0.25406 1.99392 -1.49748
C: 0.18528 -0.43594 -1.36137
H: 1.59982 -0.31156 1.03183
C: -1.10984 0.35202 -1.06206
C: -0.09097 0.82393 2.35110
C: 0.76538 1.61611 -0.52613
H: 0.95790 -0.22787 -2.14744
H: -1.39840 -2.32290 -0.82098
C: -0.05384 -2.05883 -1.26983
H: 0.12607 -2.58041 -2.53428
H: 0.94544 -2.48512 -0.24398
H: -0.14820 -1.13613 1.18510
H: -2.23542 -0.27944 -0.70291
C: 0.42770 -0.06091 1.21673
S: 1.80032 2.66213 0.14245

Forces on atoms 1 to 3 (eV/Å):
C 1.277 3.735 -7.172
H 2.800 -0.063 2.698
H -1.236 -2.143 2.535

=====

# C37H34BF4InN4O5PS

A structure of composition C37H34BF4InN4O5PS (wB97M-V/def2-TZVPD, the Open Molecules 2025 dataset).

Total charge = +1
E_HOMO = -10.497 eV
LUMO = -3.12 eV
Molecular weight = 879.37 g/mol
E = -91964.9067 eV

Geometry (Å):
C: 4.59221 3.80408 -1.00217
C: -2.90275 -1.08641 -1.85107
H: -4.36733 -0.39897 1.26037
C: -6.64932 -2.82954 -0.94913
C: -2.68141 -1.63188 1.82253
C: 4.79460 1.23900 -1.13862
H: 2.58449 -0.00157 -4.03840
C: -1.69685 -1.89874 2.77497
N: -0.20032 2.67660 -0.95783
C: -6.54635 -2.06273 -2.10708
C: 0.37441 4.95222 -1.46191
C: -0.97848 5.28641 -1.53817
N: 2.38726 1.83217 -0.92471
C: 3.16714 4.10300 -1.23895
C: 3.75803 0.26706 2.27696
H: 3.38470 -0.71312 1.95928
H: -0.29317 1.87071 1.91477
S: 2.78989 7.80572 -1.89412
C: 2.14130 3.21700 -1.13216
O: -2.04333 -1.52497 -0.82358
H: -4.20687 1.01532 3.27706
C: -1.47519 3.02244 -1.01606
O: 3.06784 -0.12287 -2.02231
H: -7.59866 -3.27766 -0.68462
H: -2.47006 -4.61015 2.24400
P: -2.73045 -2.49601 0.27899
C: -1.62685 -1.10119 3.90681
O: -2.50614 -0.34922 -2.68522
F: 1.71531 -4.39058 0.36524
C: -5.34324 -1.47281 -2.46553
H: -7.41609 -1.92570 -2.73741
H: -0.34658 -6.04482 -1.99735
H: 0.34245 2.07767 3.56642
H: 1.82987 -1.31360 -3.09407
H: 2.66542 1.68566 0.05301
H: 1.24488 0.36199 -2.92292
H: -0.97840 -2.69239 2.61414
C: -2.01124 -4.09871 0.19520
F: 2.49061 -2.19675 0.53964
H: 6.31155 2.72740 -0.66097
C: -1.41701 -6.17673 1.22199
C: 1.44578 5.90118 -1.62423
B: 1.40375 -3.05530 0.22640
H: 4.63416 0.12273 2.91636
C: -5.54859 -3.02989 -0.12521
H: -1.39551 -6.82926 2.08525
H: -0.86293 -1.29289 4.65019
C: -3.59360 -0.58577 1.99522
C: -0.82239 -6.57195 0.03079
C: -3.50760 0.20192 3.12779
H: 4.40103 -0.58473 -0.06406
H: -1.38997 -3.82062 -1.85526
C: -4.25084 -1.66778 -1.63951
F: 0.31274 -2.68673 1.11635
H: 1.05089 2.99892 2.21724
C: 3.41729 1.21867 -1.77556
C: 4.83852 0.39520 0.14257
H: 3.00381 2.05680 3.13770
C: 2.68680 1.01611 3.01425
H: -2.97789 4.52469 -1.37311
H: -0.33516 -7.53652 -0.03007
H: 5.17810 4.70457 -0.85631
C: -0.83071 -5.73773 -1.07969
H: -5.24571 -0.87587 -3.36336
C: 2.80709 5.48552 -1.49585
C: 0.60798 2.03869 2.50469
N: 3.66411 6.48504 -1.62974
N: 1.30523 7.19471 -1.85208
H: -1.25848 6.30860 -1.76486
H: -5.63167 -3.63341 0.77219
C: -1.91889 4.31104 -1.31668
O: 4.07568 1.06108 1.14213
H: -2.19080 2.22819 -0.81529
H: 5.49375 0.75666 -1.82598
H: -2.46308 0.56333 4.96731
C: -2.52532 -0.05701 4.08015
H: 5.86974 0.25678 0.47969
C: 5.25615 2.64877 -0.90973
C: -2.01422 -4.93235 1.31424
H: 2.51912 0.57627 4.00221
F: 0.95619 -2.74760 -1.09738
In: 0.64846 -0.10450 -0.10672
C: 0.73546 3.62276 -1.19206
C: 2.12990 -0.26940 -3.08227
C: -1.42614 -4.49197 -1.00768
H: 3.44611 1.77843 -2.71454
C: -4.35036 -2.43841 -0.48718
O: 1.49614 0.96568 2.23468

Forces on atoms 1 to 3 (eV/Å):
C -0.086 0.125 -0.049
C -0.010 -0.043 0.084
H 0.011 0.024 -0.007

=====

# C5H10CuO3

A structure of composition C5H10CuO3 in a non-equilibrium geometry (wB97M-V/def2-TZVPD, the Open Molecules 2025 dataset).

E_HOMO (alpha / beta) = -7.930 / -7.273 eV
LUMO (alpha / beta) = 0.48 / 0.49 eV
Molecular weight = 181.68 g/mol
E = -56124.3905 eV
2S+1 = 2

Geometry (Å):
H: -2.40770 0.05457 -0.60101
H: -1.48809 2.21420 1.04513
C: 1.19897 -2.54771 0.21811
H: 0.66703 -3.21978 0.90378
H: -1.33083 -2.18155 0.02643
H: 2.21603 -2.36559 0.57981
C: -1.47660 -0.04658 -0.03124
C: 0.03417 3.25187 -0.02118
O: 0.53275 -1.28631 0.17984
H: -0.69109 -1.45171 -1.48348
H: -1.69768 -0.03114 1.04497
H: 0.68722 3.27793 -0.89618
H: 1.23740 -2.98492 -0.78876
C: -0.80834 2.24256 0.18978
O: -0.60188 1.02726 -0.40479
H: 0.17260 3.99336 0.76427
O: 3.07794 0.93274 -0.30677
Cu: 1.45268 0.45284 -0.02558
C: -0.77460 -1.33203 -0.39314

Forces on atoms 1 to 3 (eV/Å):
H 0.024 -0.161 0.178
H 0.097 -0.002 -0.214
C 0.136 -0.026 -0.055

=====

# C5H8O

An isolated molecule of C5H8O (wB97M-V/def2-TZVPD, the Open Molecules 2025 dataset).

E_HOMO = -9.108 eV
LUMO = 1.17 eV
Molecular weight = 84.12 g/mol
SMILES string = C=CO/C=C\C
E = -7360.3499 eV

Geometry (Å):
C: -1.61364 0.56523 0.51118
H: 2.63564 -1.25596 0.20593
H: -2.35201 -1.39952 0.20312
H: 0.43774 2.08641 0.41413
O: -0.37840 0.25330 1.00485
H: -1.79258 1.63761 0.43698
C: 1.53438 0.41465 -0.34615
H: -3.43531 0.05034 -0.28663
C: 0.57221 1.00601 0.34296
H: 2.29774 1.03893 -0.80112
C: -2.50826 -0.32844 0.12300
C: 1.74502 -1.06451 -0.39919
H: 0.91489 -1.64251 0.01830
H: 1.93372 -1.41037 -1.42055

Forces on atoms 1 to 3 (eV/Å):
C -0.399 0.046 -0.136
H 0.014 -0.347 -0.137
H 0.056 0.185 -0.073

=====

# C4H5NO2S

An isolated molecule of C4H5NO2S in a non-equilibrium geometry (wB97M-V/def2-TZVPD, the Open Molecules 2025 dataset).

E_HOMO = -7.576 eV
LUMO = 0.24 eV
Molecular weight = 131.16 g/mol
SMILES string = Oc1ccc(O)n1S
E = -20646.7270 eV

Geometry (Å):
C: 0.63034 -1.01266 1.15393
H: 0.54316 2.61063 -0.69129
H: 1.09837 -1.77045 1.66519
O: -2.28959 0.34057 -0.30438
H: 2.41680 0.75609 -1.12539
O: 2.27429 0.28144 -0.24342
C: -0.69709 -1.05040 0.97974
C: 1.05056 -0.13045 0.19869
H: -2.69445 -0.16140 -1.10632
S: 0.14653 1.57027 -1.70234
N: 0.05050 0.33778 -0.54087
H: -1.40968 -1.53967 1.69729
C: -1.11974 -0.23176 0.01916

Forces on atoms 1 to 3 (eV/Å):
C 2.713 1.184 -1.420
H -0.834 -1.598 -2.048
H 1.707 -0.916 1.228

=====

# C6H10Si

A cluster of 2 separate species, C6H10Si in total in a non-equilibrium geometry (wB97M-V/def2-TZVPD, the Open Molecules 2025 dataset).

E_HOMO = -8.628 eV
LUMO = -0.08 eV
Molecular weight = 110.23 g/mol
E = -14256.8268 eV

Geometry (Å):
C: 1.19118 1.41194 -0.24627
H: 3.29004 1.65483 -0.45019
H: 2.79480 -0.06898 0.04154
H: -1.78118 1.87736 -0.92022
H: 1.02669 -3.20203 -0.59954
C: -0.06570 -1.55758 -0.21208
H: 0.02063 0.14550 2.51213
C: 2.47361 1.01324 -0.25880
Si: -0.21419 0.23514 0.28875
C: -1.85504 1.05212 -0.22584
C: -3.06485 0.56216 -0.08887
H: 0.76154 2.40559 -0.44906
H: -1.04082 -2.18024 -0.25381
H: -3.34396 -0.38537 0.34942
H: 2.05350 -1.76271 -0.05463
H: -3.96899 0.96410 -0.72725
C: 1.09424 -2.21902 -0.16486

Forces on atoms 1 to 3 (eV/Å):
C -0.631 -1.370 0.423
H 0.748 0.728 -0.368
H -0.774 2.286 -0.636

=====

# C34H28BrCdN7O3Se

A structure of composition C34H28BrCdN7O3Se (wB97M-V/def2-TZVPD, the Open Molecules 2025 dataset).

Total charge = +2
E_HOMO = -12.695 eV
LUMO = -5.37 eV
Molecular weight = 853.92 g/mol
E = -192229.2520 eV

Geometry (Å):
O: -1.49171 -3.04181 -1.10208
Se: -2.25442 4.05935 -6.88824
H: 0.77468 -5.26659 0.05531
C: 3.09521 -3.06583 0.23377
C: -0.06586 -1.45114 -3.93073
H: -4.33749 -2.00008 1.05191
C: -3.20743 -0.30932 3.01139
N: -1.51489 2.45901 -6.77835
H: -3.91258 -1.50073 -0.60349
C: 4.98949 2.63538 3.45704
Br: -4.16371 0.41908 5.58693
C: -1.61629 0.81279 4.41092
O: -0.10148 0.04758 1.16605
H: -0.73836 -4.89010 0.85749
H: 5.11455 -2.79448 -0.43674
H: 5.98332 2.82496 3.07459
C: 4.67981 3.01427 4.77151
C: -0.96237 0.12868 2.14601
C: 4.05592 2.02860 2.63909
C: -2.12514 2.82098 -3.17740
H: 0.29190 -2.36131 -3.46607
Cd: -0.65976 -0.73832 -0.82722
H: 3.33397 -3.86053 0.92911
H: -1.37829 1.28171 5.35687
C: 0.01807 -1.27800 -5.30542
C: -2.07593 3.09654 -4.60852
C: 2.49422 2.19011 4.48688
H: -4.20144 -0.71604 2.89226
C: -0.55605 -4.14205 -1.15100
H: -3.08591 4.07518 -0.18482
O: -2.52618 -0.99898 0.79335
C: -0.65915 0.72751 3.38282
C: 4.08534 -2.47133 -0.52681
H: 0.22458 -3.83295 -1.84352
N: -2.52006 4.20272 -5.14752
H: -3.05162 4.66957 -2.62519
H: -4.47241 -0.29028 0.56943
C: 3.42667 2.79958 5.31239
N: -1.65006 1.30037 -1.39493
H: -2.25856 -3.31876 -0.58671
C: 1.77878 -2.63860 0.11187
H: 0.44226 -2.05600 -5.92459
C: -1.04726 0.61666 -3.63501
C: -2.27488 -0.39521 2.00892
H: 3.18965 3.09412 6.32595
H: 4.29279 1.73815 1.62401
C: -1.51921 2.13112 -5.51183
C: -0.99685 0.86735 -5.00612
H: 4.47962 -0.95778 -2.01726
H: 2.09643 -0.31354 -2.17515
N: -0.57772 -0.53409 -3.11751
C: -2.86947 0.30556 4.22244
H: 1.43733 0.82746 1.75881
C: 2.79840 1.81308 3.18526
C: -1.62423 1.60904 -2.70447
H: -0.08009 -2.52629 1.14106
H: 1.08476 -3.60768 1.87217
N: 1.16082 1.82715 4.69286
N: 1.63759 1.24275 2.66714
C: 3.73945 -1.45339 -1.40512
C: -3.89895 -1.20893 0.44379
H: 0.64886 1.96353 5.54801
C: -2.66090 3.72778 -2.26103
C: -2.15950 2.17203 -0.53428
C: -0.45126 -0.10350 -5.84753
C: 2.41318 -1.08914 -1.48790
C: 0.03523 -4.47559 0.20603
C: 0.67109 1.25380 3.58448
N: 1.44820 -1.66473 -0.75333
C: -2.67881 3.40065 -0.92486
H: -0.41268 0.08940 -6.91237
H: -2.15398 1.88256 0.50981
H: -1.05070 -5.01441 -1.57629
C: 0.67993 -3.27625 0.91620
H: 5.44157 3.48764 5.37552

Forces on atoms 1 to 3 (eV/Å):
O 0.122 0.057 0.015
Se -0.044 0.298 -0.340
H -0.015 -0.006 0.021

=====

Copy entry 6 word for word.
# C6H10Si

A cluster of 2 separate species, C6H10Si in total in a non-equilibrium geometry (wB97M-V/def2-TZVPD, the Open Molecules 2025 dataset).

E_HOMO = -8.628 eV
LUMO = -0.08 eV
Molecular weight = 110.23 g/mol
E = -14256.8268 eV

Geometry (Å):
C: 1.19118 1.41194 -0.24627
H: 3.29004 1.65483 -0.45019
H: 2.79480 -0.06898 0.04154
H: -1.78118 1.87736 -0.92022
H: 1.02669 -3.20203 -0.59954
C: -0.06570 -1.55758 -0.21208
H: 0.02063 0.14550 2.51213
C: 2.47361 1.01324 -0.25880
Si: -0.21419 0.23514 0.28875
C: -1.85504 1.05212 -0.22584
C: -3.06485 0.56216 -0.08887
H: 0.76154 2.40559 -0.44906
H: -1.04082 -2.18024 -0.25381
H: -3.34396 -0.38537 0.34942
H: 2.05350 -1.76271 -0.05463
H: -3.96899 0.96410 -0.72725
C: 1.09424 -2.21902 -0.16486

Forces on atoms 1 to 3 (eV/Å):
C -0.631 -1.370 0.423
H 0.748 0.728 -0.368
H -0.774 2.286 -0.636

=====

> Among the records above, which one has the lowest molecular weight?

C5H8O